No. 1
This record from the OMol25 dataset describes an isolated molecule of C3H3ClF2 at a distorted geometry. The level of theory is ωB97M-V/def2-TZVPD.

Positions of all 9 atoms, in Å:
F -1.70364 -0.67151 -0.49712
C -0.41336 -0.78910 -0.83949
C 0.59043 -0.02827 0.06464
C 0.31839 0.93665 0.87075
F 1.39245 1.41279 1.48358
Cl -1.11076 1.78884 1.38547
H -0.30766 -1.92189 -0.82388
H -0.32640 -0.35848 -1.75472
H 1.56054 -0.36902 0.11075

Values from the calculation:
SMILES: FC/C=C(/F)Cl

Listed below, in e, are the natural (NBO) charges computed for each atom: -0.352, 0.055, -0.347, 0.363, -0.323, 0.029, 0.173, 0.167, 0.235

=====

No. 2
This record from the OMol25 dataset describes a cluster of 2 separate species, C3H3ClF2 in total at a distorted geometry. The level of theory is ωB97M-V/def2-TZVPD.

Positions of all 9 atoms, in Å:
C 1.03777 0.47456 -0.36484
C 1.33908 -0.59868 0.32639
C -1.49058 0.35680 -0.11281
F 2.62762 -0.96085 0.53841
F -1.67764 0.98903 1.02507
Cl -1.67945 -1.31341 -0.20195
H 0.97474 1.32464 -1.03846
H 0.65630 -1.22548 0.87582
H -1.78783 0.95337 -1.04764

Listed below, in e, are the natural (NBO) charges computed for each atom: -0.266, 0.135, 0.148, -0.344, -0.314, 0.037, 0.238, 0.180, 0.186

=====

No. 3
This record from the OMol25 dataset describes a structure of composition C3H3ClFHfO3 at a distorted geometry. The level of theory is ωB97M-V/def2-TZVPD.

Positions of all 12 atoms, in Å:
Hf 3.33290 1.15203 3.63807
Cl 0.87560 1.87202 3.25896
C 0.39811 -0.83767 -1.05258
C -0.00103 0.41331 -0.25095
O -1.35497 0.18126 0.08116
C -1.82817 -0.74320 -0.81376
O -3.01914 -0.92405 -0.88709
O -0.86564 -1.23602 -1.56391
F 0.00446 1.55211 -0.94741
H 0.84631 -1.50799 -0.31550
H 1.06183 -0.50029 -1.85311
H 0.54975 0.57848 0.70610

Values from the calculation:
Charge: +3

Listed below, in e, are the natural (NBO) charges computed for each atom: 2.240, -0.289, -0.129, 0.434, -0.360, 0.937, -0.065, -0.284, -0.243, 0.260, 0.300, 0.199

=====

No. 4
This record from the OMol25 dataset describes a cluster of 2 separate species, C3H3ClFO2 in total at a distorted geometry. The level of theory is ωB97M-V/def2-TZVPD.

Positions of all 10 atoms, in Å:
C -1.16826 -0.39210 1.22500
C 0.73275 -0.28135 -1.59746
C 0.14246 0.53366 0.65515
O -1.36886 -1.39775 0.57819
O -1.67846 0.10866 2.18269
F -0.26873 1.78929 0.38526
Cl 1.53407 0.62365 1.63542
H 1.57053 -0.89955 -1.57672
H 0.69882 0.68829 -2.09950
H -0.19432 -0.77280 -1.38803

Values from the calculation:
Charge: -1

Listed below, in e, are the natural (NBO) charges computed for each atom: 0.753, -0.661, 0.220, -0.735, -0.707, -0.374, -0.059, 0.167, 0.175, 0.222

=====

No. 5
This record from the OMol25 dataset describes a cluster of 2 separate species, C3H3ClFO2 in total at a distorted geometry. The level of theory is ωB97M-V/def2-TZVPD.

Positions of all 10 atoms, in Å:
C -0.90581 0.28517 -2.16198
C 1.50180 0.14323 2.07482
C -0.69665 -0.22456 -0.77213
O -0.47286 -0.40629 -3.11066
O -1.40257 1.43299 -2.20528
F -1.36558 0.36769 0.25946
Cl -0.82368 -1.88949 -0.43449
H 1.14626 0.92015 2.77396
H 1.07684 0.09809 1.03276
H 1.94226 -0.72698 2.54353

Values from the calculation:
Charge: -1

Listed below, in e, are the natural (NBO) charges computed for each atom: 0.626, -0.507, 0.242, -0.737, -0.728, -0.350, -0.044, 0.154, 0.194, 0.150

=====

No. 6
This record from the OMol25 dataset describes an isolated molecule of C3H3ClN2O2S at a distorted geometry. The level of theory is ωB97M-V/def2-TZVPD.

Positions of all 12 atoms, in Å:
O 1.62658 1.28162 -4.27924
N 1.73831 1.71324 -3.13432
O 2.33411 2.72424 -2.77779
C 1.14360 1.06104 -2.04093
C 0.21496 0.11314 -2.00782
Cl -0.32189 -0.87966 -3.48433
N -0.21841 -0.37779 -0.84585
C 0.36877 0.23981 0.29890
S 1.25341 1.74659 -0.36923
H -0.55716 -1.27947 -1.05702
H -0.43548 0.66365 0.97267
H 1.07590 -0.26829 0.92714

Values from the calculation:
SMILES: O=[N+]([O-])C1=C(Cl)NCS1

Listed below, in e, are the natural (NBO) charges computed for each atom: -0.380, 0.507, -0.392, -0.225, 0.307, -0.003, -0.613, -0.324, 0.265, 0.428, 0.216, 0.214

=====

No. 7
This record from the OMol25 dataset describes a cluster of 2 separate species, C3H3ClN2OS2 in total at a distorted geometry. The level of theory is ωB97M-V/def2-TZVPD.

Positions of all 12 atoms, in Å:
C 0.21415 -0.88250 -0.54043
C 1.14370 -1.39311 0.40225
C -1.49413 1.91903 -0.31769
N -0.83480 -1.07363 -1.09095
N 1.96377 -0.45620 0.85890
O 1.03030 -2.52918 0.82158
S 0.05238 1.84033 -0.49130
S -2.26275 -0.98803 -1.70882
Cl -2.19627 2.09762 1.22433
H -2.29843 1.92394 -1.06192
H 1.90810 0.42309 0.56371
H 2.77400 -0.88137 1.34033

Values from the calculation:
Spin multiplicity: 3

Listed below, in e, are the natural (NBO) charges computed for each atom: 0.302, 0.538, -0.581, -0.485, -0.756, -0.538, 0.110, 0.334, 0.030, 0.223, 0.407, 0.415

=====

No. 8
This record from the OMol25 dataset describes an isolated molecule of C3H3ClN2S at a distorted geometry. The level of theory is ωB97M-V/def2-TZVPD.

Positions of all 10 atoms, in Å:
C -1.00837 0.78175 2.08041
C 0.47179 2.28976 3.17506
C 0.27725 0.46390 -0.23231
N -0.41604 1.77880 2.52934
N 0.48031 -0.19964 -1.37320
S -0.39471 -0.52761 0.98472
Cl 1.06973 3.84372 3.08232
H -1.94974 0.29865 2.33362
H 0.71289 0.32962 -2.13278
H 0.40498 -1.16270 -1.50486

Listed below, in e, are the natural (NBO) charges computed for each atom: -0.085, 0.088, -0.126, -0.353, -0.753, 0.220, 0.052, 0.207, 0.386, 0.363

=====

No. 9
This record from the OMol25 dataset describes an isolated molecule of C3H3ClN2S at a distorted geometry. The level of theory is ωB97M-V/def2-TZVPD.

Positions of all 10 atoms, in Å:
N -0.74107 -1.13369 1.37051
C -0.36068 -0.20084 0.46337
S -1.07877 1.29751 0.15205
C 0.13231 1.69081 -1.05595
N 1.04858 0.80641 -1.24089
C 0.93715 -0.27599 -0.51198
Cl 1.98551 -1.59938 -0.49240
H -0.28991 -2.03401 1.30451
H -1.72308 -1.16602 1.59820
H 0.08996 2.61519 -1.58740

Values from the calculation:
SMILES: Nc1scnc1Cl

Listed below, in e, are the natural (NBO) charges computed for each atom: -0.801, -0.051, 0.413, -0.207, -0.410, 0.004, 0.038, 0.406, 0.393, 0.217

=====

No. 10
This record from the OMol25 dataset describes a cluster of 2 separate species, C3H3ClN2S in total at a distorted geometry. The level of theory is ωB97M-V/def2-TZVPD.

Positions of all 10 atoms, in Å:
C 1.44057 0.59753 -0.30190
C 0.98634 -0.71784 -0.56593
C -0.39183 0.40439 0.78601
N 0.57415 1.24131 0.52370
N -0.20660 -0.82091 0.16047
S -1.35247 -1.99963 0.05672
Cl -3.38333 1.00098 -0.33558
H 2.31274 1.19019 -0.62787
H 1.29382 -1.61569 -1.11072
H -1.27338 0.71969 1.41511

Values from the calculation:
Spin multiplicity: 3

Listed below, in e, are the natural (NBO) charges computed for each atom: -0.055, -0.111, 0.183, -0.435, -0.527, 0.296, -0.048, 0.226, 0.240, 0.232

=====

No. 11
This record from the OMol25 dataset describes a structure of composition C3H3ClN2S2 at a distorted geometry. The level of theory is ωB97M-V/def2-TZVPD.

Positions of all 11 atoms, in Å:
C -1.15582 0.15063 -0.35612
C 0.81086 0.77457 0.03667
C 0.88578 -0.59644 -0.16065
H -3.29574 1.31424 1.03744
H 3.09739 -0.36887 0.58373
H -0.91423 -1.95292 0.03961
N -0.56235 1.29947 -0.32769
N -0.47244 -0.97625 -0.34466
S -2.93404 0.08553 -0.14957
S 2.28804 -1.55369 -0.15458
Cl 2.25254 1.82373 -0.20419

Listed below, in e, are the natural (NBO) charges computed for each atom: 0.223, 0.040, -0.127, 0.202, 0.211, 0.453, -0.429, -0.562, -0.050, 0.048, -0.008

=====

No. 12
This record from the OMol25 dataset describes an isolated molecule of C3H3ClNO2P at a distorted geometry. The level of theory is ωB97M-V/def2-TZVPD.

Positions of all 11 atoms, in Å:
O -1.09467 -1.48705 -2.86162
P -0.28167 -0.37497 -2.38901
N 0.48092 -0.85762 -1.05885
C 1.06168 -0.56837 0.02408
C 0.29971 0.10168 1.16691
C -0.87771 0.87917 0.75182
O -2.04340 0.74038 0.87250
Cl -0.43080 2.21284 -0.29218
H 2.01222 -1.03828 0.19176
H 0.03803 -0.60553 1.98287
H 0.83570 0.99774 1.61171

Values from the calculation:
SMILES: O=P/N=C\CC(=O)Cl

Listed below, in e, are the natural (NBO) charges computed for each atom: -1.026, 1.458, -0.818, 0.242, -0.604, 0.551, -0.460, -0.077, 0.194, 0.271, 0.268

=====

Which ΔE to the lowest compared entry with this formula, charge and spin belongs to each record? In order, 111.0; 449.3; 19.8; 278.0; 326.9; 47.2; 103.2; 462.2; 94.3; 0.0; 239.6; 0.0 kJ/mol.